--- a ---
Here is the ion C5H6N with charge +1 from the OMol25 dataset. Energies are from ωB97M-V/def2-TZVPD.

```
12
C5H6N (ωB97M-V/def2-TZVPD)
C -1.575 -0.261 -0.178
C -0.626 -1.161 0.228
C 0.627 -0.399 0.409
C 1.759 0.242 -0.417
N 0.308 1.048 0.204
C -0.976 1.063 -0.195
H -2.650 -0.534 -0.429
H -0.691 -2.145 0.523
H 1.072 -0.624 1.497
H 2.645 0.641 0.106
H 1.760 0.140 -1.446
H -1.655 1.990 -0.305
```

Results
Orbital gap ... 9.16 eV
HOMO ... -15.578 eV
SMILES ... C1=C[C@H]2C[N+]2=C1
Net charge ... +1

=====

--- b ---
Here is a cluster of 2 separate species, C5H6N in total from the OMol25 dataset. Energies are from ωB97M-V/def2-TZVPD.

```
12
C5H6N (ωB97M-V/def2-TZVPD)
C 0.407 1.125 -0.186
C 1.184 -0.594 1.241
C -0.498 -0.033 0.066
C 1.483 0.668 0.445
C -1.691 -0.396 -0.634
N 0.000 -0.945 1.030
H 0.268 1.943 -0.801
H 1.826 -1.153 1.812
H 3.131 1.037 -0.567
H -2.447 -0.456 0.161
H -1.479 -1.368 -1.070
H -2.184 0.172 -1.497
```

Results
Orbital gap (spin up / spin down) ... 7.76 / 7.75 eV
HOMO (spin up / spin down) ... -15.398 / -15.403 eV
Net charge ... +1

=====

--- c ---
Here is the ion C5H6N with charge +1 from the OMol25 dataset. Energies are from ωB97M-V/def2-TZVPD.

```
12
C5H6N (ωB97M-V/def2-TZVPD)
C -0.175 0.576 1.280
C -0.112 0.812 2.734
C 0.205 0.905 -0.036
C 0.877 1.570 -0.935
C -0.265 -1.570 -0.087
N -0.712 -0.196 0.174
H 0.803 1.342 -1.988
H 1.542 2.372 -0.657
H 0.137 -1.625 -1.099
H 0.507 -1.868 0.621
H -1.097 -2.263 0.006
H -1.709 -0.055 -0.015
```

Results
Orbital gap ... 8.16 eV
HOMO ... -14.689 eV
Net charge ... +1

=====

--- d ---
Here is a structure of composition C5H6N from the OMol25 dataset. Energies are from ωB97M-V/def2-TZVPD.

```
12
C5H6N (ωB97M-V/def2-TZVPD)
C -2.538 0.887 -0.682
C -1.449 0.722 -0.163
C 0.797 0.246 0.998
C -0.163 0.495 0.148
C 2.042 0.188 -1.302
N 1.139 0.339 -0.392
H -3.545 0.854 -0.939
H 1.058 -0.258 1.925
H -1.186 -1.593 1.840
H 1.737 0.363 -2.343
H 3.108 0.063 -1.181
H -1.001 -2.306 2.092
```

Results
Orbital gap ... 9.38 eV
HOMO ... -14.568 eV
Net charge ... +1

=====

Most favorable first, least favorable last: a, d, b, c

=====

--- a ---
Here is an isolated molecule of C15H20N2O3 from the OMol25 dataset. Energies are from ωB97M-V/def2-TZVPD.

```
40
C15H20N2O3 (ωB97M-V/def2-TZVPD)
N 0.870 3.175 0.112
C -0.304 2.601 0.517
O -1.238 3.357 0.346
C -0.418 1.100 0.996
N -0.171 0.234 -0.157
C 0.950 0.248 -1.001
O 1.900 0.964 -1.001
C 0.884 -0.887 -1.925
C -0.279 -1.548 -1.701
C -0.748 -2.776 -2.489
C 0.153 -2.974 -3.706
C 1.642 -2.764 -3.368
C 1.926 -1.313 -2.924
C -0.895 -0.852 -0.605
O -1.936 -1.321 -0.154
C -1.805 0.867 1.679
C -2.009 1.538 3.016
C -0.907 1.194 4.033
C 0.463 1.486 3.436
C 0.685 0.769 2.071
H 1.540 2.540 -0.280
H 0.740 4.090 -0.293
H -0.735 -3.661 -1.845
H -1.822 -2.644 -2.779
H 0.004 -3.995 -4.057
H -0.065 -2.273 -4.544
H 2.275 -2.947 -4.244
H 1.958 -3.491 -2.561
H 1.947 -0.667 -3.830
H 2.938 -1.269 -2.472
H -1.958 -0.201 1.876
H -2.621 1.138 1.013
H -2.105 2.616 2.857
H -2.969 1.233 3.404
H -0.941 0.100 4.272
H -1.054 1.753 4.972
H 0.502 2.571 3.271
H 1.236 1.229 4.139
H 1.687 1.094 1.714
H 0.680 -0.313 2.213
```

Results
Orbital gap ... 8.81 eV
HOMO ... -9.308 eV
SMILES ... NC(=O)C1(N2C(=O)C3=C(CCCC3)C2=O)CCCCC1

=====

--- b ---
Here is an isolated molecule of C15H20N2O3 from the OMol25 dataset. Energies are from ωB97M-V/def2-TZVPD.

```
40
C15H20N2O3 (ωB97M-V/def2-TZVPD)
C 3.330 3.449 -4.316
C 3.056 2.138 -3.588
C 2.999 2.296 -2.068
C 1.723 3.002 -1.599
O 0.549 2.301 -1.957
C 0.180 1.190 -1.273
C 0.790 0.701 -0.121
C 0.290 -0.427 0.504
C -0.816 -1.096 -0.004
C -1.324 -2.359 0.601
O -1.436 -3.386 -0.045
N -1.639 -2.332 1.924
C -2.122 -3.572 2.505
C -2.201 -3.437 4.020
N -3.054 -2.318 4.340
C -2.938 -1.150 3.676
O -3.664 -0.200 3.860
C -1.747 -1.127 2.719
C -1.406 -0.623 -1.174
C -0.926 0.509 -1.791
H 3.418 3.272 -5.385
H 2.525 4.162 -4.158
H 4.259 3.894 -3.965
H 3.846 1.425 -3.834
H 2.109 1.719 -3.933
H 3.859 2.870 -1.719
H 3.043 1.305 -1.610
H 1.756 3.180 -0.517
H 1.624 3.969 -2.098
H 1.654 1.188 0.304
H 0.787 -0.800 1.388
H -1.445 -4.378 2.209
H -3.116 -3.806 2.101
H -2.613 -4.347 4.457
H -1.197 -3.277 4.432
H -3.823 -2.424 4.982
H -0.849 -0.993 3.340
H -1.845 -0.257 2.069
H -2.249 -1.155 -1.589
H -1.386 0.892 -2.688
```

Results
Orbital gap ... 9.27 eV
HOMO ... -8.629 eV
SMILES ... CCCCOc1ccc(C(=O)N2CCNC(=O)C2)cc1

=====

Most favorable first, least favorable last: a, b

=====

--- a ---
Here is a cluster of 2 separate species, CH4NO3 in total from the OMol25 dataset. Energies are from ωB97M-V/def2-TZVPD.

```
9
CH4NO3 (ωB97M-V/def2-TZVPD)
N -1.137 -0.934 -1.283
C -0.019 -0.723 -0.357
O 0.663 0.308 -0.631
O -0.194 -1.235 0.763
H -1.120 -0.791 -2.271
H -1.673 -1.674 -0.852
H 0.777 1.657 0.549
H 0.893 1.694 2.013
O 0.632 2.277 1.300
```

Results
Orbital gap ... 8.77 eV
HOMO ... -4.314 eV
Net charge ... -1

=====

--- b ---
Here is the ion CH4NO3 with charge -1 from the OMol25 dataset. Energies are from ωB97M-V/def2-TZVPD.

```
9
CH4NO3 (ωB97M-V/def2-TZVPD)
O -0.458 0.680 1.089
C -0.321 -0.394 0.470
O 0.655 -1.266 0.933
N 0.367 -0.019 -1.095
O 0.136 1.398 -1.128
H -1.254 -1.152 0.367
H 1.161 -0.518 1.433
H -0.273 -0.250 -1.914
H -0.014 1.522 -0.155
```

Results
Orbital gap ... 7.57 eV
HOMO ... -2.947 eV
SMILES ... [O-][C@H](O)NO
Net charge ... -1

=====

Most favorable first, least favorable last: a, b

=====

--- a ---
Here is a cluster of 2 separate species, C5H15NSi in total from the OMol25 dataset. Energies are from ωB97M-V/def2-TZVPD.

```
22
C5H15NSi (ωB97M-V/def2-TZVPD)
C 2.461 -0.036 -0.043
C -1.507 -0.910 -2.057
C -1.855 -1.856 0.111
C 0.098 1.382 2.289
C 1.647 1.203 -0.298
N -0.977 -1.099 -0.764
Si -0.087 1.044 0.414
H 2.585 -0.067 0.936
H 1.848 -0.883 -0.463
H 3.384 0.103 -0.587
H -2.408 -0.281 -1.977
H -0.778 -0.472 -2.733
H -1.623 -1.837 -2.581
H -2.990 -1.597 0.029
H -1.714 -2.858 -0.278
H -1.438 -1.679 1.098
H -0.776 1.239 2.877
H 0.851 0.625 2.674
H 0.559 2.298 2.623
H 1.639 1.591 -1.455
H 2.032 2.057 0.254
H -0.953 2.034 -0.071
```

Results
Orbital gap ... 7.52 eV
HOMO ... -7.409 eV

=====

--- b ---
Here is a cluster of 2 separate species, C5H15NSi in total from the OMol25 dataset. Energies are from ωB97M-V/def2-TZVPD.

```
22
C5H15NSi (ωB97M-V/def2-TZVPD)
C 3.803 0.153 0.537
C -2.688 1.137 0.860
C 2.446 -0.083 0.000
C -3.235 0.782 -0.569
C 1.518 -0.680 0.952
N -1.887 -1.297 -1.999
Si -3.401 -1.113 -1.149
H 4.458 0.474 -0.253
H 3.779 1.000 1.192
H 4.341 -0.673 0.977
H -3.381 0.646 1.572
H -1.720 0.636 1.104
H -2.606 2.170 0.997
H 2.044 0.821 -0.394
H 2.636 -0.868 -0.767
H -2.647 1.328 -1.317
H -4.294 1.215 -0.654
H 0.498 -0.787 0.567
H 1.508 -0.142 1.923
H -1.696 -2.220 -2.477
H -1.111 -0.620 -2.340
H 1.636 -1.878 1.237
```

Results
Orbital gap ... 8.61 eV
HOMO ... -8.178 eV

=====

--- c ---
Here is a cluster of 2 separate species, C5H15NSi in total from the OMol25 dataset. Energies are from ωB97M-V/def2-TZVPD.

```
22
C5H15NSi (ωB97M-V/def2-TZVPD)
C 0.607 -1.854 1.481
C 0.913 0.744 -2.406
C -0.934 -2.116 1.418
C 0.022 1.794 -1.724
C -1.429 -1.769 0.053
N 0.697 1.974 1.130
Si -0.626 1.582 0.110
H 1.314 -2.504 1.023
H 0.847 -0.910 1.028
H 1.051 -1.655 2.552
H 0.837 -0.060 -1.753
H 0.543 0.544 -3.431
H 1.918 1.119 -2.406
H -0.963 -3.305 1.590
H -1.274 -1.656 2.324
H -0.938 2.066 -2.251
H 0.418 2.872 -1.688
H -2.494 -1.312 -0.044
H -1.021 -2.246 -0.804
H 1.460 1.350 1.445
H 0.623 2.716 1.811
H -1.572 2.626 0.541
```

Results
Orbital gap (spin up / spin down) ... 7.93 / 7.40 eV
HOMO (spin up / spin down) ... -7.927 / -6.908 eV

=====

Most favorable first, least favorable last: b, a, c

=====

--- a ---
Here is a structure of composition C6H10N2 from the OMol25 dataset. Energies are from ωB97M-V/def2-TZVPD.

```
18
C6H10N2 (ωB97M-V/def2-TZVPD)
C 0.880 -1.296 0.784
C 0.698 0.187 -0.892
C 0.066 1.219 -1.751
C -0.860 0.507 -0.863
C -0.246 0.825 1.606
C -0.466 -0.706 1.244
H 0.917 -2.447 1.272
H 1.754 -0.340 1.128
H -0.079 -1.714 -1.205
H 0.986 0.931 -0.133
H -0.387 0.772 -2.779
H 0.635 2.250 -1.619
H -1.683 0.014 -1.543
H -0.667 1.433 2.528
H 0.889 1.004 1.381
H -0.993 -1.139 1.912
N 0.934 -1.256 -0.821
N -1.193 0.516 0.577
```

Results
Orbital gap ... 8.60 eV
HOMO ... -7.553 eV

=====

--- b ---
Here is a structure of composition C6H10N2 from the OMol25 dataset. Energies are from ωB97M-V/def2-TZVPD.

```
18
C6H10N2 (ωB97M-V/def2-TZVPD)
C -2.220 1.365 0.193
C 0.076 0.032 0.515
C 2.275 0.178 0.857
C 2.106 -0.480 -0.496
C 0.679 -0.482 -0.565
C 0.026 -1.241 -1.502
H -2.152 1.270 -0.934
H -3.496 0.660 0.415
H -1.959 2.601 0.565
H -1.740 -0.583 1.390
H 0.760 1.185 2.211
H 3.105 0.529 1.400
H 2.813 -0.955 -1.093
H -0.992 -1.850 -0.991
H 0.119 -0.524 -2.408
H 0.775 -2.316 -1.876
N -1.233 0.359 0.852
N 1.057 0.251 1.465
```

Results
Orbital gap ... 8.10 eV
HOMO ... -7.496 eV

=====

--- c ---
Here is an isolated molecule of C6H10N2 from the OMol25 dataset. Energies are from ωB97M-V/def2-TZVPD.

```
18
C6H10N2 (ωB97M-V/def2-TZVPD)
C 1.243 -0.011 -0.765
C -1.455 -0.356 1.598
C -0.637 1.278 -2.115
N -0.501 -0.365 0.523
C 0.893 -0.548 0.598
C -0.257 0.189 -1.169
C 1.615 -0.932 1.644
N -1.051 -0.810 -0.815
H 1.752 -0.712 -1.428
H 1.813 0.920 -0.706
H -1.117 0.322 2.386
H -2.413 -0.018 1.208
H -1.586 -1.361 2.009
H -0.229 2.240 -1.801
H -1.717 1.336 -2.226
H -0.200 1.044 -3.092
H 2.692 -0.982 1.581
H 1.153 -1.235 2.572
```

Results
Orbital gap ... 8.18 eV
HOMO ... -7.234 eV

=====

--- d ---
Here is a cluster of 2 separate species, C6H10N2 in total from the OMol25 dataset. Energies are from ωB97M-V/def2-TZVPD.

```
18
C6H10N2 (ωB97M-V/def2-TZVPD)
H -2.236 -0.338 -1.927
N -2.253 0.304 -1.141
C -1.509 0.082 -0.141
C -1.815 0.787 1.144
C -0.678 -1.241 -0.066
C -0.190 -1.747 1.069
H -0.883 1.080 1.620
H -2.323 0.150 1.866
H -2.384 1.689 0.935
H -0.892 -1.915 -0.891
H 0.012 -2.804 1.173
H 0.020 -1.114 1.916
C 2.878 0.781 -1.239
C 1.641 0.717 -0.476
N 1.021 1.111 0.428
H 2.784 0.218 -2.167
H 3.092 1.828 -1.455
H 3.715 0.412 -0.647
```

Results
Orbital gap ... 9.78 eV
HOMO ... -9.229 eV
SMILES ... [H]/N=C(/C)C=C.CC#N

=====

Most favorable first, least favorable last: d, c, b, a